Below is a molecular structure, C25H33FeNOP2Si, with properties calculated with ωB97M-V/def2-TZVPD.

Positions of all 64 atoms, in Å:
C: -1.64 2.92 -3.66
C: -1.22 1.66 -3.23
C: 0.11 1.28 -3.58
C: 1.11 2.30 -3.83
C: 0.66 3.63 -4.05
C: -0.70 3.90 -4.04
C: 2.45 1.89 -3.77
C: 2.77 0.56 -3.48
C: 1.65 -0.34 -3.28
C: 1.86 -1.61 -2.66
C: 3.14 -2.14 -2.74
C: 4.25 -1.32 -3.05
C: 4.07 0.03 -3.34
H: -2.71 3.14 -3.67
H: 1.41 4.41 -4.20
H: -1.06 4.90 -4.30
H: 3.26 2.62 -3.93
H: 3.28 -3.21 -2.55
H: 5.25 -1.75 -3.02
H: 4.92 0.71 -3.46
N: 0.44 -0.01 -3.77
Fe: -0.46 -0.16 0.72
C: -2.10 0.70 -2.44
H: -1.89 -0.32 -2.76
H: -3.16 0.95 -2.63
C: 0.69 -2.33 -2.01
H: -0.21 -2.13 -2.61
H: 0.91 -3.41 -1.99
P: -1.95 0.68 -0.54
P: 0.17 -1.97 -0.22
C: 1.56 -2.77 0.63
H: 1.20 -3.15 1.59
H: 1.97 -3.56 0.00
H: 2.30 -1.98 0.82
C: -1.23 -3.15 -0.12
H: -0.80 -4.16 -0.08
H: -1.82 -2.95 0.78
H: -1.87 -3.02 -1.00
C: -2.32 2.41 -0.15
H: -3.34 2.64 -0.45
H: -2.20 2.54 0.93
H: -1.60 3.04 -0.67
C: -3.48 -0.26 -0.14
H: -3.48 -0.48 0.94
H: -4.33 0.38 -0.38
H: -3.51 -1.20 -0.70
C: -1.11 -0.41 2.36
O: -1.53 -0.28 3.45
H: 0.37 1.07 0.71
C: 3.80 2.06 3.33
Si: 4.17 0.58 2.25
C: 5.68 0.90 1.20
C: 4.39 -0.96 3.30
C: 2.54 0.36 1.33
C: 1.32 0.43 0.97
H: 4.40 2.09 4.25
H: 2.74 2.01 3.61
H: 3.96 3.00 2.79
H: 6.59 0.95 1.81
H: 5.84 0.11 0.46
H: 5.61 1.85 0.65
H: 3.40 -1.26 3.66
H: 4.79 -1.80 2.71
H: 5.04 -0.83 4.17

Values from the calculation:
charge	+1
E_HOMO (spin up / spin down)	-8.664 / -11.021	eV
multiplicity	6
energy above the lowest of the compared OMol25 structures with the same formula, charge and spin	0.0	kJ/mol
Kohn-Sham gap (spin up / spin down)	6.240 / 5.916	eV
⟨S²⟩	8.8298